# 1
C31H66BClN3O12Si | ωB97M-V/def2-TZVPD

Properties
E_tot, hartree: -3062.38547
Gap between HOMO and LUMO, eV: 7.6
Max |F|, eV/Å: 1.29
2S+1: 1
ΔE to the lowest compared entry with this formula, charge and spin, kcal/mol: 10.1
Charge: +1

XYZ file:
```
115
C31H66BClN3O12Si, DFT ωB97M-V/def2-TZVPD
C 1.47925 -6.59901 0.45401
C 1.29510 -5.09459 0.48129
Cl -0.37921 -4.65457 0.92830
C 1.74994 -4.39932 -0.77681
N 0.90552 -4.72024 -1.98295
C 1.80405 -4.96381 -3.00282
N 2.12191 -6.19381 -3.24381
N 2.43609 -3.99844 -3.75788
C 1.56193 -2.87893 -4.18133
C 0.97539 -3.14527 -5.56629
B 0.35965 -1.82302 -6.18196
O -0.95178 -1.42671 -5.95929
O 1.16248 -1.02472 -6.95571
C 0.50816 -2.48081 -3.16075
C -0.06634 -3.63032 -2.29951
Si -1.73236 -4.31910 -2.97213
C -1.51352 -5.41269 -4.50578
C -2.89673 -2.86784 -3.28905
C -2.56571 -5.39678 -1.65627
H 1.04878 -7.06088 -0.42810
H 2.54218 -6.80378 0.56030
H 0.99598 -7.00059 1.33651
H 1.91439 -4.70980 1.28527
H 1.84621 -3.32393 -0.65182
H 2.76317 -4.76248 -0.96479
H 1.72032 -6.97094 -2.73363
H 2.84686 -6.39201 -3.92519
H 3.27519 -3.66875 -3.28881
H 2.21895 -2.02467 -4.31334
H 1.81558 -3.41760 -6.20346
H 0.29299 -3.99115 -5.58317
H -0.94187 -0.53779 -5.56012
H 0.58648 -0.63331 -7.63832
H -0.33083 -1.96813 -3.61747
H 0.95557 -1.74416 -2.49147
H -0.33626 -3.19163 -1.34587
H -0.50276 -5.76786 -4.67369
H -1.86276 -4.85598 -5.37075
H -2.17471 -6.26776 -4.39730
H -2.52323 -1.98210 -2.77269
H -3.88679 -3.06392 -2.89426
H -2.93983 -2.60792 -4.34359
H -1.83604 -6.07845 -1.23064
H -2.96467 -4.73808 -0.89274
H -3.37870 -5.93442 -2.13017
O -1.34489 1.93219 -3.56908
C -0.48780 2.03530 -2.72443
O -0.74506 2.69982 -1.60010
C 0.15157 2.72058 -0.46972
C 1.22356 3.77133 -0.60599
C 0.89449 1.47651 -2.96888
H 0.56632 1.72566 -0.29563
H -0.47614 2.95042 0.38705
H 1.86576 3.58786 -1.47233
H 1.83963 3.78807 0.29021
H 0.77524 4.75544 -0.74660
H 1.47282 2.18858 -3.55472
H 0.77283 0.55757 -3.54160
H 1.44449 1.22690 -2.06456
O 1.32088 3.69870 2.16893
C 1.61671 3.23275 3.24470
O 2.41347 2.15085 3.26742
C 2.96234 1.61714 4.48197
C 2.00394 0.67892 5.17697
C 1.05138 3.78208 4.52802
H 3.29548 2.42243 5.13676
H 3.85527 1.07360 4.17556
H 1.09241 1.18892 5.48366
H 2.46780 0.25518 6.06130
H 1.71293 -0.13076 4.50314
H 0.06259 3.36255 4.68799
H 0.96154 4.85627 4.43003
H 1.67089 3.58556 5.40072
O -4.40126 3.18488 -10.43138
C -3.97871 2.69081 -9.42483
O -3.18706 1.59827 -9.52003
C -2.49588 1.03316 -8.40934
C -3.36506 0.07419 -7.62311
C -4.37089 3.21061 -8.06094
H -2.07043 1.81725 -7.77967
H -1.65562 0.49174 -8.84659
H -4.22746 0.57916 -7.18778
H -2.79360 -0.38589 -6.81986
H -3.74852 -0.71103 -8.27522
H -5.33689 2.78722 -7.78954
H -4.46596 4.29127 -8.12609
H -3.65134 2.99616 -7.27390
O 2.17544 1.46847 8.06250
C 3.10678 1.89618 8.69238
O 4.35334 1.57967 8.29385
C 5.53330 2.16338 8.86088
C 5.97139 1.44082 10.11728
C 2.90506 2.70589 9.95031
H 5.39324 3.23260 9.02336
H 6.29760 2.06121 8.09250
H 5.21906 1.50721 10.90314
H 6.90116 1.86537 10.49575
H 6.12840 0.38285 9.90774
H 2.73542 2.02330 10.78180
H 2.02142 3.32482 9.81659
H 3.73155 3.36898 10.19292
O -1.27234 5.45380 4.99231
C -2.43467 5.24560 5.21854
O -2.78321 4.05928 5.75175
C -4.10451 3.76265 6.21732
C -5.00501 3.29111 5.09476
C -3.50480 6.24296 4.84503
H -4.52259 4.61375 6.75578
H -3.97578 2.96422 6.94589
H -5.14028 4.06198 4.33604
H -5.98568 3.01627 5.48328
H -4.56741 2.42354 4.60074
H -3.74943 6.11559 3.79138
H -3.10362 7.24198 4.99501
H -4.41361 6.16640 5.43668
```

---

# 2
C56H47AsN5O9PSW | ωB97M-V/def2-TZVPD

Properties
E_tot, hartree: -6155.56905
Gap between HOMO and LUMO (alpha / beta), eV: 5.1 / 7.1
Max |F|, eV/Å: 1.31
2S+1: 3
ΔE to the lowest compared entry with this formula, charge and spin, kcal/mol: 0.0
⟨S²⟩: 2.026

XYZ file:
```
121
C56H47AsN5O9PSW, DFT ωB97M-V/def2-TZVPD
W -1.80853 1.67020 0.18615
N -9.38078 4.04871 -0.25669
C -8.00558 3.99331 -0.31940
C -7.31968 4.64218 -1.35386
C -5.94786 4.57125 -1.43396
C -5.24819 3.84413 -0.47723
C -5.91030 3.18262 0.55356
C -7.28291 3.25984 0.62973
S -3.53313 3.71780 -0.64320
O -3.00795 3.30087 0.73461
O -3.01040 4.93828 -1.16052
N -3.12628 2.37814 -1.50419
C -4.08938 1.33235 -1.29514
N -5.14910 1.15245 -1.98183
C -5.93850 0.07714 -1.56514
C -5.55677 -0.71110 -0.48055
C -4.37642 -0.46529 0.17393
N -3.60093 0.60451 -0.26362
H -9.85629 4.74428 -0.80196
H -9.83074 3.78677 0.60126
H -7.87814 5.19691 -2.09935
H -5.41101 5.07244 -2.23055
H -5.35027 2.61120 1.28299
H -7.81216 2.74135 1.42149
H -6.85182 -0.09697 -2.11549
H -6.18114 -1.53395 -0.15321
H -4.04378 -1.02500 1.03485
O 1.86701 6.46938 1.34109
C 1.17679 5.52808 1.10451
C 0.88403 4.34632 2.06127
O 1.31766 4.19910 3.16919
C 0.02158 3.45967 1.26237
C -0.20647 3.93127 0.01947
O -0.88253 3.14771 -0.80010
C 0.45978 5.22407 -0.23765
O 0.51009 5.88196 -1.23511
O -0.42914 2.25229 1.53184
C -0.31914 -4.85640 -2.87580
C 0.01828 -4.58999 -1.42736
C 1.25816 -4.98694 -0.93466
C 1.59822 -4.74038 0.38333
C 0.71817 -4.07330 1.22250
C -0.52425 -3.67190 0.74368
N -1.43955 -2.90290 1.51603
C -1.21539 -2.37847 2.78948
C -0.78695 -3.18146 3.85163
C -0.63482 -2.65093 5.11955
C -0.92631 -1.31737 5.38762
C -1.37016 -0.51731 4.35492
C -1.49922 -1.03227 3.06906
C -1.85786 -0.08833 2.00423
O -2.48111 0.98350 2.15749
O -1.50348 -0.31974 0.79906
C -0.89589 -3.95276 -0.58185
C -2.25614 -3.53672 -1.08403
H -1.07317 -5.64291 -2.97279
H 0.56939 -5.17956 -3.41818
H -0.71095 -3.96490 -3.37047
H 1.96271 -5.48048 -1.59542
H 2.56453 -5.04716 0.76226
H 1.02570 -3.83003 2.22666
H -1.96080 -2.27540 0.92514
H -0.60540 -4.23216 3.67735
H -0.29286 -3.29605 5.92042
H -0.81467 -0.91571 6.38559
H -1.59986 0.53012 4.51426
H -2.55698 -4.12299 -1.95028
H -3.01947 -3.67682 -0.31494
H -2.28236 -2.48148 -1.38143
C 1.28596 -0.47231 0.43938
C 2.56202 -1.13237 -0.08237
As 3.55778 -1.94128 1.41315
C 4.95272 -2.86826 0.40238
C 4.89088 -3.14720 -0.95977
C 5.92549 -3.83987 -1.58538
C 7.02840 -4.25882 -0.85686
C 7.09519 -3.98868 0.50577
C 6.06291 -3.30406 1.12806
C 4.59665 -0.34813 1.86635
C 5.46030 0.26707 0.95991
C 6.18349 1.39178 1.33080
C 6.04511 1.91845 2.61216
C 5.18725 1.31467 3.51986
C 4.47002 0.18020 3.14764
P 0.45817 0.68476 -0.72345
C 1.75548 1.90810 -1.05186
C 2.68407 2.24676 -0.06716
C 3.58748 3.27660 -0.28266
C 3.57179 3.97717 -1.48288
C 2.65172 3.64644 -2.46760
C 1.74163 2.62179 -2.25141
C 0.23868 -0.22865 -2.27914
C 1.28608 -0.50025 -3.16219
C 1.06037 -1.26679 -4.29560
C -0.21065 -1.76629 -4.56053
C -1.25798 -1.49511 -3.69397
C -1.03399 -0.72902 -2.55889
H 1.48335 0.13940 1.32570
H 0.56576 -1.22684 0.73948
H 3.23166 -0.41434 -0.55494
H 2.31327 -1.90498 -0.80905
H 4.04126 -2.83383 -1.55419
H 5.86538 -4.04798 -2.64669
H 7.83300 -4.79418 -1.34571
H 7.95188 -4.31411 1.08319
H 6.12500 -3.09694 2.19078
H 5.58186 -0.14104 -0.03833
H 6.85468 1.86084 0.62005
H 6.60898 2.79767 2.90102
H 5.07439 1.72407 4.51654
H 3.79884 -0.28994 3.85677
H 2.70122 1.73176 0.88573
H 4.29418 3.53669 0.49551
H 4.26453 4.79469 -1.64145
H 2.61576 4.21007 -3.39168
H 0.99732 2.39710 -3.00615
H 2.27637 -0.10194 -2.97011
H 1.87740 -1.47135 -4.97734
H -0.38429 -2.36073 -5.44990
H -2.25310 -1.86626 -3.90683
H -1.85488 -0.51958 -1.88874
```

---

> Which value of max |F| does entry 2 give?

1.31 eV/Å